{
  "formula": "C7H15NO",
  "method": "wB97M-V/def2-TZVPD",
  "symbols": ["C", "C", "C", "C", "C", "C", "N", "C", "O", "H", "H", "H", "H", "H", "H", "H", "H", "H", "H", "H", "H", "H", "H", "H"],
  "positions_angstrom": [[0.36720, -2.23865, 0.20041], [-0.13352, -0.60525, -0.52279], [0.04316, 0.18140, 0.68584], [0.75829, -0.30622, -1.70611], [-2.00635, 2.02150, 0.01450], [-0.53505, 1.81644, 0.20056], [1.72405, -2.30465, 0.64943], [0.35366, 2.80578, 0.08637], [-0.52275, -2.77860, 1.15434], [-0.63435, -2.14574, 1.87611], [0.25824, -2.87283, -0.68211], [-1.18015, -0.73924, -0.80187], [1.98408, -3.27496, 0.82498], [1.83952, -1.81480, 1.53063], [-0.61745, -0.06866, 1.51427], [1.08034, 0.33004, 0.98795], [1.77942, -0.07475, -1.39651], [0.79847, -1.17013, -2.37706], [0.36449, 0.53587, -2.28157], [-2.28150, 3.08468, 0.01034], [-2.57064, 1.54533, 0.82317], [-2.34689, 1.59072, -0.93248], [0.05272, 3.84945, -0.01585], [1.42502, 2.63326, 0.15746]],
  "forces_ev_per_angstrom": [[-0.877, 0.972, -2.230], [1.430, -4.627, 1.667], [-1.661, 5.647, -1.193], [-0.107, -0.113, 0.005], [-0.143, -0.168, 0.251], [1.699, -1.704, 1.468], [0.287, 0.467, -0.125], [-0.129, -0.329, 0.262], [-0.570, 0.605, -0.088], [0.023, -0.086, -0.049], [0.112, -0.156, 0.182], [0.088, -0.103, 0.088], [-0.145, 0.263, -0.125], [0.040, 0.074, -0.056], [0.077, -0.166, 0.032], [-0.109, -0.096, 0.005], [-0.081, -0.009, 0.031], [-0.001, 0.079, 0.056], [0.075, 0.025, 0.087], [0.234, -0.200, -0.054], [-0.019, -0.036, -0.125], [-0.005, -0.046, 0.096], [-0.070, -0.252, -0.356], [-0.147, -0.042, 0.175]],
  "charge": 0,
  "de_lowest_kj_mol": 288.17,
  "smiles": "C=C(C)C[C@@H](C)[C@@H](N)O",
  "e_homo_ev": -8.81,
  "lumo_ev": 0.815
}


{
  "formula": "C7H15NO",
  "method": "wB97M-V/def2-TZVPD",
  "symbols": ["C", "C", "C", "C", "C", "N", "C", "C", "O", "H", "H", "H", "H", "H", "H", "H", "H", "H", "H", "H", "H", "H", "H", "H"],
  "positions_angstrom": [[0.53722, 0.17064, 0.92123], [-0.77345, 0.08535, 0.15683], [-0.56647, -1.16565, -0.96797], [0.45761, -2.26219, -0.68586], [-0.41920, -0.67057, -2.40638], [-1.14291, 1.33146, -0.47593], [0.30093, 1.01802, 2.31528], [0.40916, 2.33744, 2.50669], [1.50050, 0.90391, 0.18664], [2.05495, 0.25302, -0.28197], [0.92925, -0.77752, 1.28764], [-1.58407, -0.24726, 0.81183], [-1.55152, -1.65019, -0.91855], [-1.70411, 1.91444, 0.14042], [-0.30240, 1.86944, -0.70112], [-0.08692, 0.42105, 3.14261], [0.35055, -3.08205, -1.40615], [-0.50362, -1.50985, -3.10808], [1.48110, -1.88480, -0.77080], [0.32565, -2.68559, 0.31383], [-1.22083, 0.02250, -2.68111], [0.54554, -0.18192, -2.56488], [0.76025, 2.99486, 1.71413], [0.20276, 2.79545, 3.47165]],
  "forces_ev_per_angstrom": [[-0.324, 2.706, 3.485], [1.069, -2.132, -1.471], [-1.520, 1.031, 0.299], [-0.039, 0.289, 0.442], [-0.259, 0.114, -0.052], [0.029, 0.293, 0.044], [-0.242, -0.506, -1.372], [0.287, -0.703, -0.527], [0.558, -0.857, -0.595], [-0.287, 0.557, 0.167], [-0.093, -0.125, -0.370], [0.195, 0.047, -0.020], [0.115, -0.024, -0.091], [0.144, -0.254, -0.046], [-0.295, -0.299, -0.009], [0.133, -0.087, -0.171], [-0.037, 0.233, 0.082], [0.199, 0.024, 0.175], [0.062, -0.089, 0.021], [0.104, -0.025, -0.061], [0.271, 0.030, 0.198], [-0.022, 0.039, -0.071], [0.000, -0.096, 0.106], [-0.048, -0.165, -0.166]],
  "charge": 0,
  "de_lowest_kj_mol": 214.16,
  "smiles": "C=C[C@H](O)[C@@H](N)C(C)C",
  "e_homo_ev": -8.95,
  "lumo_ev": 0.821
}


{
  "formula": "C7H15NO",
  "method": "wB97M-V/def2-TZVPD",
  "symbols": ["C", "C", "C", "C", "C", "C", "C", "N", "H", "H", "H", "H", "H", "H", "H", "H", "H", "H", "H", "H", "H", "O", "H", "H"],
  "positions_angstrom": [[2.70370, 3.76211, -1.27480], [2.33386, 2.45505, -0.57961], [0.86544, 1.99727, -0.73666], [-0.09028, 3.09448, -0.25660], [0.57590, 1.63206, -2.19747], [0.70889, 0.74204, 0.15850], [-0.58480, 0.03869, 0.07374], [-1.75087, -0.17291, 0.23732], [3.78298, 3.95002, -1.17686], [2.47114, 3.73879, -2.34826], [2.18018, 4.62249, -0.83710], [2.98885, 1.65157, -0.95602], [2.55612, 2.55417, 0.49556], [-0.05335, 3.96546, -0.92560], [-1.12794, 2.73222, -0.23783], [0.17897, 3.43059, 0.75539], [1.26809, 0.85351, -2.55105], [-0.45238, 1.26076, -2.31739], [0.68120, 2.50866, -2.85082], [1.49156, 0.00870, -0.09413], [0.85406, 1.02022, 1.21432], [-0.61669, -2.07281, -0.89528], [-1.64293, -1.72935, -0.43274], [0.17100, -2.30500, -0.39361]],
  "forces_ev_per_angstrom": [[0.054, 0.207, -0.119], [0.112, -0.220, 0.163], [-0.053, 0.070, -0.165], [-0.154, 0.052, -0.011], [-0.109, -0.037, -0.116], [0.540, -0.752, -0.185], [-5.066, 1.448, 1.515], [4.224, 1.245, -0.365], [-0.316, -0.056, -0.023], [0.071, -0.010, 0.261], [0.118, -0.216, -0.095], [-0.176, 0.163, 0.087], [-0.054, -0.032, -0.204], [-0.002, -0.242, 0.175], [0.250, 0.077, 0.007], [-0.085, -0.071, -0.200], [-0.196, 0.168, 0.071], [0.272, 0.048, 0.058], [0.001, -0.213, 0.185], [-0.078, 0.286, 0.053], [-0.121, -0.136, -0.254], [-3.305, 0.136, -0.748], [5.040, -1.679, -1.046], [-0.966, -0.237, 0.954]],
  "charge": 0,
  "de_lowest_kj_mol": 245.38,
  "smiles": "CCC(C)(C)CC#N.O",
  "e_homo_ev": -9.73,
  "lumo_ev": 0.640
}


{
  "formula": "C7H15NO",
  "method": "wB97M-V/def2-TZVPD",
  "symbols": ["C", "C", "C", "C", "C", "C", "C", "O", "N", "H", "H", "H", "H", "H", "H", "H", "H", "H", "H", "H", "H", "H", "H", "H"],
  "positions_angstrom": [[1.24118, -1.02331, -0.68934], [-0.46784, -0.97243, -0.23371], [1.40856, -0.46728, -2.09266], [-1.33709, -1.59452, -1.30958], [-0.33424, 0.40721, 2.38885], [-0.56495, 2.51406, 0.98297], [-0.33111, 1.02425, 0.99982], [1.94573, -0.33093, 0.24163], [-0.70935, 0.38313, -0.06874], [1.36689, 0.52441, 0.53302], [1.44877, -2.09348, -0.60694], [-0.47628, -1.56657, 0.69053], [0.97465, 0.53034, -2.14658], [0.93075, -1.10547, -2.83225], [2.47260, -0.41158, -2.32639], [-1.39697, -0.93356, -2.17119], [-0.93987, -2.56143, -1.61863], [-2.34951, -1.74183, -0.92729], [-1.46578, 2.77344, 1.54240], [-1.32940, 0.03656, 2.64566], [0.36147, -0.42890, 2.44363], [-0.03150, 1.14098, 3.13335], [-0.68907, 2.87042, -0.03585], [0.27239, 3.02650, 1.45727]],
  "forces_ev_per_angstrom": [[-2.938, -0.055, -0.199], [2.030, -1.017, -0.378], [0.115, -0.244, 0.173], [0.021, 0.040, 0.254], [1.001, -0.305, -0.051], [0.449, 0.071, -0.111], [-3.025, -0.311, -0.398], [-0.625, 2.447, 1.555], [1.212, 1.579, 0.485], [1.671, -2.422, -1.104], [0.177, 0.117, -0.017], [-0.064, 0.002, -0.058], [0.028, 0.035, -0.032], [-0.058, -0.024, -0.078], [-0.004, 0.049, -0.019], [0.027, 0.011, -0.059], [-0.026, -0.045, -0.018], [0.010, -0.038, -0.072], [0.000, -0.123, 0.127], [-0.016, 0.115, -0.164], [-0.044, -0.045, 0.167], [-0.022, 0.009, 0.025], [0.079, -0.015, -0.046], [0.003, 0.166, 0.018]],
  "charge": 0,
  "de_lowest_kj_mol": 198.36,
  "smiles": "CC(C)=N[C@@H](C)[C@@H](C)O",
  "e_homo_ev": -9.12,
  "lumo_ev": 0.690
}


{
  "formula": "C7H15NO2",
  "method": "wB97M-V/def2-TZVPD",
  "symbols": ["C", "C", "C", "C", "C", "O", "H", "H", "H", "H", "H", "H", "H", "H", "H", "H", "C", "C", "O", "N", "H", "H", "H", "H", "H"],
  "positions_angstrom": [[0.94302, -0.32964, -0.82188], [-1.38672, -1.41291, -1.06706], [2.01661, 0.13653, 0.16229], [0.64505, 0.75548, -1.85840], [-0.27985, -0.96806, -0.14038], [0.01898, -1.86533, 0.77100], [1.35456, -1.19111, -1.36746], [-1.78599, -0.58468, -1.64774], [-2.18507, -1.85595, -0.47675], [-0.99420, -2.16393, -1.75735], [2.29522, -0.65751, 0.85275], [1.65712, 0.98086, 0.74783], [2.91437, 0.42352, -0.38646], [0.27623, 1.67044, -1.40068], [-0.05647, 0.42255, -2.62224], [1.57215, 1.02357, -2.36751], [-1.62206, 1.51441, 0.42520], [0.31796, -0.35935, 2.89472], [-1.12506, 0.26897, 0.84260], [-0.27834, 0.65241, 2.65110], [-0.83230, 2.25817, 0.28396], [-2.19321, 1.39770, -0.50387], [-2.29591, 1.88815, 1.20124], [0.07630, -1.46178, 1.83039], [0.94764, -0.54252, 3.75470]],
  "forces_ev_per_angstrom": [[-0.101, -0.034, 0.103], [0.152, 0.020, 0.090], [-0.211, -0.140, -0.071], [0.123, -0.071, 0.033], [-1.167, 2.831, -0.114], [0.023, -0.447, 3.281], [-0.004, -0.008, 0.023], [0.041, 0.021, -0.001], [0.050, -0.001, 0.030], [0.005, -0.014, -0.002], [-0.020, -0.054, 0.019], [0.049, 0.116, -0.037], [-0.031, 0.092, 0.019], [-0.112, -0.051, 0.026], [-0.052, 0.041, 0.032], [0.025, -0.065, -0.029], [0.168, -0.475, -0.359], [-0.824, 2.331, 0.951], [0.254, -1.590, -1.530], [1.484, -1.890, 0.795], [-0.003, 0.060, -0.038], [0.026, 0.220, -0.008], [0.018, -0.094, 0.000], [0.087, -0.548, -3.186], [0.019, -0.249, -0.028]],
  "charge": 0,
  "de_lowest_kj_mol": 514.97,
  "e_homo_ev": [-8.74, -8.74],
  "lumo_ev": [-0.091, -0.091]
}


{
  "formula": "C7H15NO2",
  "method": "wB97M-V/def2-TZVPD",
  "symbols": ["C", "C", "C", "C", "C", "N", "C", "C", "H", "H", "H", "H", "H", "H", "H", "H", "H", "H", "H", "H", "H", "O", "H", "H", "O"],
  "positions_angstrom": [[1.27016, -2.40899, 0.22675], [1.56807, -1.15293, 1.02408], [0.20727, -0.69703, 1.61985], [-0.50825, 0.31155, 0.77360], [-0.48237, 0.72969, -0.55350], [-1.72944, 1.27522, -0.83731], [-2.51721, 1.25888, 0.26052], [-1.77718, 0.76513, 1.31461], [1.28524, -2.07154, -0.81267], [0.49210, -3.11837, 0.45653], [2.09944, -3.13094, 0.07593], [2.24840, -1.27638, 1.88165], [1.90242, -0.36720, 0.33488], [-0.50171, -1.50860, 1.70059], [0.29288, -0.07288, 2.51532], [0.26336, 1.04047, -1.24699], [-2.10934, 1.44125, -1.75162], [-3.59680, 1.41027, 0.30971], [-2.02528, 0.43434, 2.29946], [-0.12027, -0.18531, -3.14392], [0.88662, -1.28171, -3.41350], [0.67852, -0.38248, -3.68758], [0.85970, 2.23066, 0.15742], [0.22398, 3.58450, 0.29602], [1.08969, 3.17240, 0.20015]],
  "forces_ev_per_angstrom": [[2.589, -0.919, -1.999], [-1.429, -0.225, 1.401], [1.183, 2.160, -0.823], [-1.768, 0.587, -0.592], [-0.906, -0.037, 0.541], [-0.461, 0.267, 0.081], [-0.488, -0.507, 1.726], [1.032, -0.994, -1.736], [-1.183, -0.192, -0.189], [-0.897, 0.606, 0.351], [0.331, 0.501, 0.821], [0.098, -0.111, -0.639], [0.352, -0.252, 0.437], [0.111, -0.313, 0.571], [0.362, -1.013, 0.612], [0.811, -0.849, -0.476], [0.354, 0.301, -0.104], [0.506, 0.391, -0.572], [-0.723, 0.323, 0.348], [0.884, -0.150, -0.614], [0.143, -0.045, -0.093], [-1.022, 0.131, 0.729], [0.140, 0.351, 0.210], [0.075, 0.100, 0.042], [-0.092, -0.112, -0.033]],
  "charge": 0,
  "de_lowest_kj_mol": 246.95,
  "smiles": "CCCc1cc[nH]c1.O.O",
  "e_homo_ev": -8.64,
  "lumo_ev": 0.578
}